Entry 1:
The following is a DFT calculation (ωB97M-V with the def2-TZVPD basis set) of an isolated molecule of C5H10N2O.

```
18
Properties=species:S:1:pos:R:3:lowdin_charge:R:1
C 1.484 -0.395 -1.897 0.039
C 0.952 -0.094 -0.714 -0.359
C 1.677 0.788 0.260 -0.046
N -0.279 -0.618 -0.315 -0.089
O -1.054 -1.130 -1.391 -0.008
C -1.073 -0.092 0.723 -0.438
C -0.692 -0.196 1.999 0.035
N -2.317 0.381 0.319 0.112
H 0.981 -1.018 -2.612 0.046
H 2.441 0.001 -2.180 0.052
H 2.318 0.200 0.902 0.081
H 2.288 1.509 -0.292 0.084
H 0.970 1.332 0.903 0.070
H -1.547 -1.886 -1.010 0.130
H -1.285 0.218 2.791 0.053
H 0.235 -0.665 2.263 0.057
H -2.370 0.597 -0.668 0.092
H -2.730 1.069 0.918 0.090
```

The frontier orbital gap comes out at 0.3152 hartree. The spin multiplicity is 1. Its total charge is 0. The calculation puts the HOMO energy at -7.72 eV. As for the SMILES: C=C(C)N(O)C(=C)N.

Entry 2:
The following is a DFT calculation (ωB97M-V with the def2-TZVPD basis set) of a structure of composition C3H7N3O in a non-equilibrium geometry.

```
14
Properties=species:S:1:pos:R:3:lowdin_charge:R:1
C 0.516 0.787 0.586 -0.290
C 0.561 1.574 -0.697 -0.071
N -1.873 -1.552 -0.262 0.058
C 1.228 -0.732 0.617 -0.280
N -0.546 -0.145 0.765 -0.056
N -1.345 -0.325 -0.202 -0.050
O 1.488 -1.429 -0.337 0.017
H 0.749 1.289 1.524 0.126
H -1.557 -2.252 0.414 0.113
H -2.594 -1.637 -0.960 0.095
H 1.676 -0.871 1.614 0.115
H -0.360 2.144 -0.832 0.072
H 0.649 0.892 -1.545 0.077
H 1.407 2.258 -0.683 0.075
```

The frontier orbital gap (spin up / spin down) comes out at 0.3308 / 0.3309 hartree. The spin multiplicity is 1. Its total charge is 0. The calculation puts the HOMO energy (spin up / spin down) at -8.38 / -8.38 eV.

Entry 3:
The following is a DFT calculation (ωB97M-V with the def2-TZVPD basis set) of a structure of composition C14H30AlBeBrClKO17P2S in a non-equilibrium geometry.

```
69
Properties=species:S:1:pos:R:3:lowdin_charge:R:1
O -0.541 -1.484 1.579 -0.393
P -0.533 -0.076 1.083 1.026
C -2.298 0.186 0.513 -0.384
O -2.615 -1.077 1.023 0.016
C -3.036 -0.827 2.251 -0.832
O -3.467 -1.601 2.965 0.057
O -2.878 0.356 2.523 0.115
C -3.119 1.036 1.360 -0.643
Cl -4.780 0.886 0.961 0.924
H -0.338 0.820 2.098 0.069
H 0.394 0.028 0.101 0.007
H -2.362 0.499 -0.513 -0.027
H -2.929 2.051 1.429 0.115
Al -3.412 -2.992 4.828 1.058
Br -1.063 0.429 -2.425 -0.145
C 3.252 1.122 0.793 -0.096
O 2.069 1.153 1.625 -0.191
H 3.108 0.347 0.049 0.071
H 3.399 2.076 0.289 0.091
H 4.136 0.887 1.382 0.093
H 2.198 1.838 2.284 0.091
O 3.896 -2.805 -1.019 -0.255
S 4.168 -3.320 0.274 0.573
O 3.738 -4.629 0.601 -0.247
O 3.487 -2.321 1.331 -0.231
C 2.109 -2.080 1.122 -0.280
C 1.328 -3.341 1.524 -0.009
C 5.833 -3.081 0.723 -0.098
H 1.915 -1.799 0.086 0.115
H 1.836 -1.241 1.741 0.081
H 1.530 -4.199 0.886 0.090
H 0.173 -3.170 1.429 0.070
H 1.567 -3.632 2.547 0.103
H 6.116 -2.059 0.502 0.082
H 6.413 -3.778 0.125 0.092
H 5.946 -3.304 1.778 0.087
O 1.111 -1.918 4.805 0.034
P -0.369 -1.854 5.030 -0.026
O -0.911 -0.563 4.514 -0.048
O -0.600 -1.914 6.503 0.037
O -1.121 -3.039 4.234 -0.451
C 3.955 -4.005 -5.557 -0.120
C 2.891 -3.622 -6.588 -0.127
O 3.628 -3.653 -7.812 0.053
C 4.706 -4.476 -7.650 -0.575
O 5.403 -4.835 -8.507 0.214
O 4.842 -4.813 -6.337 0.058
H 3.561 -4.566 -4.716 0.127
H 4.504 -3.140 -5.181 0.127
H 2.083 -4.352 -6.642 0.130
H 2.468 -2.636 -6.424 0.117
K -0.404 1.091 -4.734 0.602
Be -1.183 -2.722 2.248 0.636
C -4.032 7.549 0.002 -0.090
O -4.603 6.601 -0.888 -0.175
C -3.806 5.476 -1.126 -0.222
C -4.234 4.298 -0.294 -0.228
O -4.049 4.501 1.095 -0.216
C -5.233 4.895 1.779 -0.089
H -4.831 8.198 0.343 0.094
H -3.574 7.068 0.868 0.083
H -3.283 8.156 -0.514 0.094
H -2.748 5.704 -0.954 0.130
H -3.928 5.213 -2.181 0.130
H -3.608 3.434 -0.565 0.104
H -5.274 4.041 -0.508 0.131
H -5.880 4.029 1.958 0.083
H -5.786 5.647 1.218 0.091
H -4.936 5.313 2.736 0.094
```

The frontier orbital gap comes out at 0.0600 hartree. The spin multiplicity is 1. Its total charge is +2. The calculation puts the HOMO energy at -13.06 eV.

Entry 4:
The following is a DFT calculation (ωB97M-V with the def2-TZVPD basis set) of a cluster of 3 separate species, C5H12O3 in total in a non-equilibrium geometry.

```
20
Properties=species:S:1:pos:R:3:lowdin_charge:R:1
C -0.604 -0.442 2.306 -0.115
C -0.302 -0.043 0.865 -0.224
C -0.600 -0.721 -0.235 -0.128
C -0.198 -0.204 -1.594 -0.107
C 0.060 -1.003 -2.622 -0.206
O 0.246 -0.416 -3.841 -0.051
H 0.243 0.070 2.961 0.114
H -1.684 -0.011 2.476 0.110
H -0.594 -1.491 2.486 0.049
H 0.258 0.849 0.695 0.086
H -1.076 -1.686 -0.183 0.106
H -0.039 0.906 -1.492 0.117
H 0.255 -2.094 -2.672 0.139
H 0.404 0.600 -3.748 0.152
O -0.850 3.774 -0.612 -0.036
H -0.375 3.680 0.205 0.024
H -1.615 3.239 -0.677 0.012
O 2.414 -1.560 2.187 -0.004
H 2.459 -2.261 1.618 -0.011
H 1.600 -1.186 1.877 -0.027
```

The frontier orbital gap comes out at 0.3319 hartree. The spin multiplicity is 1. Its total charge is 0. The calculation puts the HOMO energy at -8.38 eV. As for the SMILES: C/C=C/C=C/O.O.O.